101
Properties=species:S:1:pos:R:3 method="wB97M-V/def2-TZVPD" s_squared=2.018 charge=+2 largest_force_ha_per_bohr=0.015 e_above_lowest_kj_mol=0.00 molar_mass_g_mol=971.7 multiplicity=3
V -0.2483 -0.9339 0.4920
O -1.0286 -2.0122 4.0791
C -1.1403 -1.8367 2.9019
O -0.6176 -0.7742 2.2574
C -1.8647 -2.7721 1.9739
C -2.7121 -3.7469 2.4584
C -3.4082 -4.5238 1.5411
C -3.2331 -4.2774 0.1900
C -2.3530 -3.2818 -0.2080
N -1.6642 -2.5516 0.6669
H -2.8176 -3.8671 3.5268
H -4.0844 -5.2974 1.8768
H -3.7712 -4.8410 -0.5579
H -2.2008 -3.0601 -1.2573
C -2.1166 2.2111 0.5603
N -1.0485 2.8030 -0.1916
C 0.2336 2.7207 0.4390
P 1.2282 1.1052 0.3409
C 2.3117 1.4718 1.7458
C 3.1335 2.6006 1.7230
C 3.8745 2.9466 2.8416
C 3.7945 2.1796 3.9958
C 2.9657 1.0685 4.0315
C 2.2275 0.7164 2.9111
C 2.1386 1.3328 -1.2157
C 3.5178 1.5005 -1.3051
C 4.1191 1.6711 -2.5441
C 3.3551 1.6675 -3.7022
C 1.9779 1.5086 -3.6212
C 1.3768 1.3414 -2.3847
C -1.2874 3.6456 -1.3039
C -0.2219 4.0941 -2.0915
C -0.4397 4.9345 -3.1698
C -1.7194 5.3442 -3.5052
C -2.7814 4.8977 -2.7354
C -2.5771 4.0633 -1.6489
P -2.3417 0.4229 0.1332
C -3.6137 -0.1398 1.3016
C -4.6144 -1.0201 0.8903
C -5.5223 -1.5264 1.8067
C -5.4283 -1.1771 3.1468
C -4.4229 -0.3194 3.5684
C -3.5174 0.1951 2.6532
C -3.1555 0.5324 -1.4785
C -2.4228 0.2873 -2.6350
C -2.9849 0.4879 -3.8867
C -4.2946 0.9304 -3.9862
C -5.0325 1.1854 -2.8371
C -4.4673 0.9958 -1.5896
H -3.0760 2.6793 0.3484
H -1.9347 2.3121 1.6343
H 0.1361 2.9003 1.5168
H 0.8971 3.4899 0.0462
H 3.2029 3.2159 0.8350
H 4.5074 3.8229 2.8143
H 4.3686 2.4561 4.8687
H 2.8860 0.4785 4.9344
H 1.5608 -0.1346 2.9614
H 4.1298 1.4864 -0.4142
H 5.1912 1.8024 -2.6040
H 3.8306 1.7962 -4.6642
H 1.3727 1.5295 -4.5175
H 0.2958 1.2570 -2.3277
H 0.7911 3.7889 -1.8824
H 0.4082 5.2670 -3.7527
H -1.8857 6.0045 -4.3432
H -3.7897 5.2117 -2.9687
H -3.4454 3.7651 -1.0830
H -4.6981 -1.3032 -0.1519
H -6.3079 -2.1900 1.4722
H -6.1408 -1.5671 3.8604
H -4.3379 -0.0504 4.6118
H -2.7313 0.8480 3.0108
H -1.3937 -0.0416 -2.5601
H -2.4030 0.3059 -4.7796
H -4.7417 1.0819 -4.9587
H -6.0502 1.5415 -2.9151
H -5.0473 1.2197 -0.7024
N 6.0450 -3.0474 -3.4002
C 5.7856 -2.6701 -2.3485
C 5.4014 -2.2172 -1.0457
C 6.1973 -2.4230 0.0773
C 5.7267 -1.9605 1.2928
C 4.4929 -1.3262 1.3359
N 3.7218 -1.1269 0.2664
C 4.1817 -1.5603 -0.9011
H 7.1534 -2.9201 -0.0093
H 6.3046 -2.0850 2.1965
H 4.1135 -0.9412 2.2758
H 3.5738 -1.3751 -1.7810
I 0.6174 -2.1363 -2.0277
C 1.3674 -3.1548 -0.3551
C 1.9918 -4.3788 -0.4462
C 2.4555 -4.9311 0.7425
C 2.2680 -4.2432 1.9324
C 1.6097 -3.0268 1.9108
N 1.1592 -2.4886 0.7728
H 2.1229 -4.8738 -1.3971
H 2.9562 -5.8894 0.7322
H 2.6178 -4.6437 2.8726
H 1.4415 -2.4578 2.8166